Molecular formula: C22H27AsN5O7P2SW
Method: DFT, the ωB97M-V functional and the def2-TZVPD basis

Computed properties:
ΔE to the lowest compared entry with this formula, charge and spin ... 0.0 kcal per mole
Total charge ... +1
Frontier orbital gap (spin up / spin down) ... 0.23083 / 0.23066 Ha
Spin multiplicity ... 1
HOMO level (spin up / spin down) ... -10.7567 / -10.7559 eV
DFT total energy ... -5038.940286 a.u.

Positions of all 66 atoms, in Å:
W  0.5950  -1.4181  0.1239
S  2.9012  -1.6377  -0.1304
C  3.8065  -0.2445  -0.6889
C  5.1832  -0.1824  -0.4805
C  5.8629  0.9513  -0.8881
C  5.1813  1.9956  -1.5110
C  3.8188  1.9087  -1.7480
C  3.1244  0.7778  -1.3306
As  1.3085  0.3399  -1.7416
C  0.4796  2.0877  -1.4688
C  -0.3934  2.5444  -2.4551
C  -1.0029  3.7872  -2.3342
C  -0.7530  4.5756  -1.2192
C  0.1121  4.1242  -0.2301
C  0.7315  2.8875  -0.3548
C  0.7868  0.0005  1.7083
C  2.0073  0.6142  2.0503
C  2.1093  1.4951  3.1172
C  0.9946  1.7959  3.8825
C  -0.2228  1.1984  3.5807
C  -0.3218  0.3205  2.5170
H  5.6999  -0.9960  0.0122
H  6.9275  1.0300  -0.7148
H  5.7236  2.8797  -1.8190
H  3.3002  2.7153  -2.2516
H  -0.5851  1.9338  -3.3301
H  -1.6636  4.1426  -3.1146
H  -1.2233  5.5457  -1.1251
H  0.3145  4.7401  0.6367
H  1.4126  2.5487  0.4165
H  2.9013  0.4206  1.4796
H  3.0681  1.9399  3.3507
H  1.0748  2.4776  4.7193
H  -1.0934  1.3980  4.1922
H  -1.2744  -0.1589  2.3398
O  -2.7204  -3.8746  1.0884
P  -1.6636  -3.1748  2.0551
O  -2.2064  -2.7521  3.3312
O  -0.9952  -2.0707  1.1887
O  -0.4852  -4.2953  2.1569
P  0.3610  -4.5991  0.8326
O  1.4634  -5.6097  1.2938
O  -0.5380  -5.0614  -0.2531
O  1.1593  -3.3116  0.5262
H  -2.2625  -4.5041  0.4951
H  1.1955  -6.5369  1.2621
C  -3.0568  1.7728  0.2234
N  -3.2760  0.5324  -0.5179
C  -4.5671  0.3566  -1.1788
C  -2.2659  -0.3340  -0.6612
N  -1.0388  -0.0556  -0.3477
N  -2.6119  -1.5810  -1.1659
C  -1.7230  -2.5164  -1.6151
N  -2.2372  -3.6222  -2.1668
N  -0.4391  -2.3202  -1.5215
H  -4.0220  2.1508  0.5494
H  -2.5657  2.5291  -0.3949
H  -2.4535  1.5805  1.1099
H  -4.9703  1.3389  -1.4114
H  -5.2813  -0.1637  -0.5364
H  -4.4519  -0.1817  -2.1170
H  -0.8963  0.9203  -0.1236
H  -3.5286  -1.9222  -0.9189
H  -3.2293  -3.7225  -2.2977
H  -1.6829  -4.4656  -2.0889
H  0.0977  -3.0449  -1.9866

Atom charges from the Löwdin analysis, given in e for atoms 1 to 6: 1.420, 0.781, -0.666, -0.094, -0.062, -0.059